Density functional theory data (ωB97M-V/def2-TZVPD) for a molecular structure, C14H30IN3O4S2 in a non-equilibrium geometry.

Properties
HOMO-LUMO gap   8.2 eV
E_LUMO   -0.008 Eh

The geometry in ORCA input format:
```
! RIJCOSX wB97M-V def2-TZVPD def2/J DEFGRID3
* xyz 0 1
C -1.89 2.57 -1.34
C -1.31 1.82 -2.53
I -2.02 2.83 -4.34
C -1.69 0.32 -2.68
S -2.30 -0.51 -1.22
O -2.09 -1.92 -1.48
O -1.51 -0.05 -0.09
N -3.80 -0.08 -0.96
S -4.90 -0.63 -1.99
O -5.76 -1.60 -1.37
O -4.36 -1.02 -3.28
C -6.02 0.75 -2.39
C -5.54 2.15 -2.17
N -5.31 2.61 -1.01
H -2.91 2.28 -1.13
H -1.27 2.38 -0.47
H -1.85 3.64 -1.54
H -0.24 1.94 -2.59
H -2.39 0.17 -3.49
H -0.78 -0.23 -2.94
H -6.97 0.57 -1.89
H -6.18 0.61 -3.46
H -5.43 2.77 -3.06
H -5.01 3.58 -1.10
C 5.56 -1.61 1.68
C 5.14 -0.17 1.94
C 4.04 0.00 2.99
C 2.73 -0.75 2.82
N 1.85 -0.39 1.66
C 2.33 -0.94 0.34
C 1.85 -2.38 0.33
C 0.43 -2.25 0.89
C 0.48 -1.06 1.85
C 1.66 1.09 1.58
H 4.71 -2.26 1.46
H 6.24 -1.68 0.84
H 6.06 -2.03 2.55
H 4.86 0.32 1.00
H 6.02 0.39 2.29
H 3.84 1.06 3.13
H 4.44 -0.35 3.95
H 2.13 -0.54 3.71
H 2.87 -1.83 2.78
H 1.83 -0.37 -0.44
H 3.40 -0.83 0.25
H 2.47 -3.01 0.97
H 1.87 -2.80 -0.67
H 0.09 -3.16 1.39
H -0.29 -2.04 0.09
H 0.37 -1.34 2.89
H -0.28 -0.32 1.58
H 2.61 1.56 1.33
H 1.29 1.45 2.54
H 0.93 1.29 0.80
*
```

What are the natural (NBO) partial charges on each atom? They are as follows, in elementary charge units: atom 1 (C): -0.667, atom 2 (C): -0.229, atom 3 (I): 0.012, atom 4 (C): -0.742, atom 5 (S): 2.336, atom 6 (O): -0.978, atom 7 (O): -1.054, atom 8 (N): -1.224, atom 9 (S): 2.312, atom 10 (O): -0.958, atom 11 (O): -0.991, atom 12 (C): -0.739, atom 13 (C): 0.133, atom 14 (N): -0.591, atom 15 (H): 0.258, atom 16 (H): 0.218, atom 17 (H): 0.210, atom 18 (H): 0.201, atom 19 (H): 0.288, atom 20 (H): 0.235, atom 21 (H): 0.261, atom 22 (H): 0.245, atom 23 (H): 0.157, atom 24 (H): 0.329, atom 25 (C): -0.619, atom 26 (C): -0.405, atom 27 (C): -0.427, atom 28 (C): -0.210, atom 29 (N): -0.215, atom 30 (C): -0.217, atom 31 (C): -0.420, atom 32 (C): -0.449, atom 33 (C): -0.225, atom 34 (C): -0.410, atom 35 (H): 0.193, atom 36 (H): 0.227, atom 37 (H): 0.217, atom 38 (H): 0.192, atom 39 (H): 0.224, atom 40 (H): 0.216, atom 41 (H): 0.232, atom 42 (H): 0.224, atom 43 (H): 0.225, atom 44 (H): 0.232, atom 45 (H): 0.227, atom 46 (H): 0.199, atom 47 (H): 0.251, atom 48 (H): 0.232, atom 49 (H): 0.290, atom 50 (H): 0.213, atom 51 (H): 0.283, atom 52 (H): 0.217, atom 53 (H): 0.226, atom 54 (H): 0.254

Density functional theory data (ωB97M-V/def2-TZVPD) for a molecular structure, C14H30N3OSeSi2SnTe in a non-equilibrium geometry.

Properties
HOMO-LUMO gap   8.6 eV
E_LUMO   -0.117 Eh

The geometry in ORCA input format:
```
! RIJCOSX wB97M-V def2-TZVPD def2/J DEFGRID3
* xyz 1 1
Sn -0.43 -0.24 0.17
C -4.64 -5.38 -1.24
Si -2.86 -5.07 -0.66
C -2.66 -5.38 1.21
C -1.64 -6.13 -1.67
C -2.40 -3.21 -0.86
Te -0.25 -2.96 -0.86
C -0.16 -2.74 -3.00
Si 1.61 -2.90 -3.71
C 1.52 -3.89 -5.33
C 2.22 -1.11 -3.95
C 2.66 -3.83 -2.40
H -4.88 -6.43 -1.10
H -4.77 -5.16 -2.29
H -5.36 -4.81 -0.67
H -2.65 -6.44 1.43
H -3.49 -4.95 1.77
H -1.73 -4.95 1.60
H -1.79 -7.18 -1.45
H -0.60 -5.89 -1.45
H -1.79 -6.00 -2.74
H -2.82 -2.64 -0.03
H -2.77 -2.76 -1.78
H -0.60 -1.78 -3.27
H -0.80 -3.53 -3.40
H 0.89 -3.40 -6.06
H 1.13 -4.89 -5.17
H 2.51 -4.01 -5.77
H 1.66 -0.63 -4.75
H 3.27 -1.07 -4.21
H 2.05 -0.52 -3.05
H 2.17 -4.77 -2.13
H 2.77 -3.26 -1.49
H 3.65 -4.08 -2.77
Se -0.92 0.82 -2.13
C -1.19 2.37 -1.23
N -1.34 3.33 -0.64
N 1.82 0.03 -0.08
C 2.86 0.20 -0.57
N 4.05 0.30 -1.04
C 4.87 -0.91 -1.02
C 6.34 -0.51 -0.98
O 6.65 0.32 -2.07
C 5.93 1.53 -2.00
C 4.42 1.29 -2.05
H 4.67 -1.49 -1.93
H 4.61 -1.49 -0.14
H 6.96 -1.41 -1.08
H 6.58 -0.02 -0.03
H 6.22 2.10 -2.88
H 6.20 2.08 -1.09
H 4.15 0.90 -3.04
H 3.88 2.22 -1.87
*
```

What are the natural (NBO) partial charges on each atom? They are as follows, in elementary charge units: atom 1 (Sn): 0.890, atom 2 (C): -1.097, atom 3 (Si): 1.595, atom 4 (C): -1.101, atom 5 (C): -1.109, atom 6 (C): -1.094, atom 7 (Te): 0.649, atom 8 (C): -1.096, atom 9 (Si): 1.601, atom 10 (C): -1.097, atom 11 (C): -1.108, atom 12 (C): -1.112, atom 13 (H): 0.252, atom 14 (H): 0.244, atom 15 (H): 0.247, atom 16 (H): 0.251, atom 17 (H): 0.247, atom 18 (H): 0.230, atom 19 (H): 0.258, atom 20 (H): 0.228, atom 21 (H): 0.239, atom 22 (H): 0.250, atom 23 (H): 0.253, atom 24 (H): 0.244, atom 25 (H): 0.256, atom 26 (H): 0.249, atom 27 (H): 0.248, atom 28 (H): 0.252, atom 29 (H): 0.255, atom 30 (H): 0.240, atom 31 (H): 0.222, atom 32 (H): 0.248, atom 33 (H): 0.221, atom 34 (H): 0.254, atom 35 (Se): -0.137, atom 36 (C): -0.027, atom 37 (N): -0.305, atom 38 (N): -0.590, atom 39 (C): 0.654, atom 40 (N): -0.451, atom 41 (C): -0.235, atom 42 (C): -0.081, atom 43 (O): -0.501, atom 44 (C): -0.081, atom 45 (C): -0.241, atom 46 (H): 0.207, atom 47 (H): 0.228, atom 48 (H): 0.219, atom 49 (H): 0.181, atom 50 (H): 0.221, atom 51 (H): 0.181, atom 52 (H): 0.211, atom 53 (H): 0.237

Density functional theory data (ωB97M-V/def2-TZVPD) for a molecular structure, C14H30NO2PrSi in a non-equilibrium geometry.

Properties
HOMO-LUMO gap (alpha / beta)   6.6 / 7.1 eV
<S²>   3.85
E_LUMO (alpha / beta)   -0.442 / -0.425 Eh

The geometry in ORCA input format:
```
! RIJCOSX wB97M-V def2-TZVPD def2/J DEFGRID3
* xyz 3 4
C 1.75 -2.17 1.41
C 1.82 -1.31 0.00
C 1.78 -2.46 -1.22
C 0.45 -0.43 -0.15
C 0.64 0.94 -1.03
C -0.73 1.80 -1.28
C -1.68 2.01 0.04
O -3.11 1.79 -0.32
Si -3.51 0.08 -0.31
C -2.85 -0.91 1.20
C -5.47 -0.02 -0.23
C -3.03 -0.84 -1.97
C 1.84 1.80 -0.33
C 3.04 0.88 0.32
C 4.47 1.60 -0.14
C 2.96 1.02 1.95
N 3.11 -0.54 -0.20
O 4.16 -1.11 0.42
H 1.56 -1.53 2.37
H 2.67 -2.92 1.56
H 0.80 -2.88 1.30
H 2.46 -3.40 -0.93
H 2.20 -2.05 -2.24
H 0.69 -2.91 -1.36
H -0.35 -1.10 -0.74
H 0.01 -0.28 0.92
H 1.03 0.60 -2.10
H -1.30 1.35 -2.22
H -0.38 2.89 -1.62
H -1.62 3.17 0.34
H -1.34 1.43 1.00
H -2.38 -0.22 2.05
H -3.62 -1.69 1.64
H -1.93 -1.56 0.81
H -5.70 -0.96 0.44
H -5.85 0.98 0.27
H -5.93 -0.23 -1.29
H -3.98 -1.47 -2.31
H -2.78 -0.12 -2.85
H -2.19 -1.65 -1.77
H 1.35 2.42 0.56
H 2.21 2.59 -1.11
H 4.29 2.73 -0.48
H 5.01 0.99 -0.99
H 5.17 1.67 0.81
H 1.97 0.61 2.44
H 2.96 2.20 2.18
H 3.95 0.61 2.45
Pr -4.63 -1.40 2.71
*
```

What are the Löwdin partial charges on each atom? They are as follows, in elementary charge units: atom 1 (C): -0.037, atom 2 (C): -0.392, atom 3 (C): -0.032, atom 4 (C): -0.114, atom 5 (C): -0.255, atom 6 (C): -0.111, atom 7 (C): -0.205, atom 8 (O): -0.244, atom 9 (Si): 0.530, atom 10 (C): -0.256, atom 11 (C): -0.146, atom 12 (C): -0.163, atom 13 (C): -0.089, atom 14 (C): -0.392, atom 15 (C): -0.019, atom 16 (C): -0.027, atom 17 (N): 0.081, atom 18 (O): 0.181, atom 19 (H): 0.087, atom 20 (H): 0.129, atom 21 (H): 0.115, atom 22 (H): 0.123, atom 23 (H): 0.112, atom 24 (H): 0.108, atom 25 (H): 0.100, atom 26 (H): 0.099, atom 27 (H): 0.169, atom 28 (H): 0.120, atom 29 (H): 0.151, atom 30 (H): 0.161, atom 31 (H): 0.095, atom 32 (H): 0.116, atom 33 (H): -0.242, atom 34 (H): 0.114, atom 35 (H): -0.006, atom 36 (H): 0.097, atom 37 (H): 0.112, atom 38 (H): 0.081, atom 39 (H): 0.077, atom 40 (H): 0.053, atom 41 (H): 0.146, atom 42 (H): 0.141, atom 43 (H): 0.121, atom 44 (H): 0.116, atom 45 (H): 0.109, atom 46 (H): 0.088, atom 47 (H): 0.138, atom 48 (H): 0.129, atom 49 (Pr): 1.730

Density functional theory data (ωB97M-V/def2-TZVPD) for a single C14H30NO3P molecule in a non-equilibrium geometry.

Properties
HOMO-LUMO gap   9.1 eV
E_LUMO   0.031 Eh

The geometry in ORCA input format:
```
! RIJCOSX wB97M-V def2-TZVPD def2/J DEFGRID3
* xyz 0 1
C -1.86 2.17 2.41
C -1.88 1.49 1.04
P -2.47 2.64 -0.26
C -0.97 3.66 -0.48
N -2.35 1.66 -1.72
C -2.97 0.38 -1.61
O -4.08 0.18 -1.10
O -2.22 -0.62 -2.14
C -2.08 -1.76 -1.30
C -0.84 -1.69 -0.42
C -0.41 -3.10 0.05
C -0.24 -3.15 1.56
C 0.71 -2.09 2.12
C 2.09 -2.04 1.42
C 2.65 -0.62 1.22
C 2.94 -0.27 -0.25
C 2.26 0.99 -0.76
O 3.01 1.51 -1.85
C 2.25 1.74 -3.01
H -2.83 2.09 2.89
H -1.52 3.19 2.37
H -1.16 1.62 3.04
H -0.87 1.15 0.80
H -2.49 0.60 1.05
H -0.13 3.01 -0.72
H -0.73 4.18 0.44
H -1.09 4.34 -1.31
H -2.76 2.17 -2.48
H -2.97 -1.93 -0.70
H -1.97 -2.62 -1.95
H -0.05 -1.16 -0.94
H -1.06 -1.12 0.49
H -1.21 -3.78 -0.23
H 0.50 -3.38 -0.46
H -1.22 -3.02 2.02
H 0.10 -4.14 1.86
H 0.25 -1.10 2.10
H 0.89 -2.32 3.16
H 2.09 -2.57 0.48
H 2.78 -2.57 2.07
H 2.01 0.12 1.69
H 3.60 -0.55 1.76
H 2.66 -1.11 -0.88
H 4.01 -0.13 -0.39
H 1.25 0.75 -1.08
H 2.20 1.74 0.02
H 1.48 2.49 -2.84
H 2.91 2.13 -3.77
H 1.80 0.83 -3.40
*
```

What are the natural (NBO) partial charges on each atom? They are as follows, in elementary charge units: atom 1 (C): -0.607, atom 2 (C): -0.740, atom 3 (P): 0.971, atom 4 (C): -0.954, atom 5 (N): -0.984, atom 6 (C): 0.908, atom 7 (O): -0.586, atom 8 (O): -0.513, atom 9 (C): -0.069, atom 10 (C): -0.432, atom 11 (C): -0.400, atom 12 (C): -0.391, atom 13 (C): -0.401, atom 14 (C): -0.395, atom 15 (C): -0.406, atom 16 (C): -0.419, atom 17 (C): -0.059, atom 18 (O): -0.546, atom 19 (C): -0.243, atom 20 (H): 0.219, atom 21 (H): 0.205, atom 22 (H): 0.213, atom 23 (H): 0.209, atom 24 (H): 0.238, atom 25 (H): 0.223, atom 26 (H): 0.235, atom 27 (H): 0.235, atom 28 (H): 0.409, atom 29 (H): 0.201, atom 30 (H): 0.185, atom 31 (H): 0.212, atom 32 (H): 0.200, atom 33 (H): 0.204, atom 34 (H): 0.205, atom 35 (H): 0.201, atom 36 (H): 0.205, atom 37 (H): 0.191, atom 38 (H): 0.209, atom 39 (H): 0.194, atom 40 (H): 0.205, atom 41 (H): 0.194, atom 42 (H): 0.209, atom 43 (H): 0.194, atom 44 (H): 0.218, atom 45 (H): 0.168, atom 46 (H): 0.167, atom 47 (H): 0.163, atom 48 (H): 0.190, atom 49 (H): 0.165